[1]
{
  "formula": "C5H9NO",
  "method": "ωB97M-V/def2-TZVPD",
  "symbols": ["O", "N", "C", "C", "C", "C", "C", "H", "H", "H", "H", "H", "H", "H", "H", "H"],
  "coordinates": [[0.93268, 1.20257, 1.31670], [0.89730, -0.19273, -0.54333], [-0.24881, -0.41907, -1.32471], [-2.06155, 0.82077, 1.24352], [0.38189, 0.41995, 0.56702], [2.25798, -0.62781, -0.70044], [-1.03179, -0.03435, 0.45612], [2.28183, -1.68108, -1.01537], [-1.83028, 1.89539, 1.21371], [-2.06811, 0.55014, 2.32577], [-1.19069, -1.10045, 0.59723], [2.73123, -0.53095, 0.28394], [-3.07918, 0.65138, 0.88674], [-0.65113, 0.40303, -1.91877], [2.80101, -0.01723, -1.42746], [-0.12238, -1.33956, -1.96068]],
  "forces_ev_per_angstrom": [[-0.2, -0.4, 0.1], [0.0, 0.2, 0.1], [-0.3, 0.3, 0.3], [0.0, -0.2, -0.6], [0.1, 0.0, 0.1], [0.1, 0.0, -0.1], [0.1, -0.2, -0.1], [0.0, 0.2, 0.0], [0.0, -0.4, -0.2], [0.3, -0.1, -0.8], [0.3, 0.1, 0.5], [0.0, 0.0, -0.3], [0.0, 0.1, 0.0], [0.4, 0.0, 0.0], [0.1, -0.1, 0.1], [-0.9, 0.4, 1.0]],
  "mulliken_charge": [-0.6534, 0.2157, -0.5041, -1.2027, 0.4079, -0.8620, -0.0862, 0.3168, 0.2983, 0.2726, 0.3109, 0.2875, 0.3657, 0.2220, 0.3112, 0.2999],
  "homo_lumo_gap_ev": 9.58,
  "largest_force_ev_per_a": 1.38
}



[2]
{
  "formula": "C13H16IN3PbS",
  "method": "ωB97M-V/def2-TZVPD",
  "symbols": ["Pb", "I", "S", "N", "N", "N", "C", "C", "C", "C", "C", "C", "C", "C", "C", "C", "C", "C", "C", "H", "H", "H", "H", "H", "H", "H", "H", "H", "H", "H", "H", "H", "H", "H", "H"],
  "coordinates": [[0.32786, -0.30078, -2.22582], [-1.81972, -2.86811, -2.84114], [-3.90147, -2.16196, 1.97252], [-0.22691, 0.33950, 3.50343], [-2.22404, -0.67057, 0.54730], [0.37821, 0.45478, 1.35414], [-1.77804, -0.68477, 1.86225], [3.23953, 2.42519, 2.70930], [0.71060, 1.70002, -2.97125], [2.46572, 1.79515, 1.72992], [1.74217, 1.64690, 4.47690], [-2.01042, 0.97198, -2.32963], [-2.56882, -1.40699, 2.77544], [-3.27996, -1.42964, 0.43450], [-0.56230, 0.00840, 2.20815], [1.52377, -1.80550, -3.28718], [1.32809, 1.11149, 2.11793], [0.97058, 1.05682, 3.49964], [2.87540, 2.35803, 4.07437], [-0.75024, 0.12652, 4.31437], [1.47578, -0.90859, -4.03752], [-0.28745, 2.14299, -3.23227], [4.12625, 2.99871, 2.44622], [-3.76812, -1.67794, -0.51266], [1.13280, 1.15045, -3.87916], [-1.91947, 2.05471, -2.26900], [1.41232, 1.53127, 5.51665], [2.58867, -1.98994, -3.01802], [1.48522, 2.36090, -2.50080], [-2.34859, -1.46097, 3.84729], [3.49346, 2.83965, 4.82944], [-2.13880, 0.51104, -1.36994], [0.90071, -2.69357, -3.59238], [-2.72729, 0.66698, -3.08596], [2.73951, 1.81076, 0.65758]],
  "forces_ev_per_angstrom": [[-2.9, -0.9, 1.8], [0.0, 0.4, 0.1], [1.5, 1.2, -1.1], [0.7, 0.3, -0.5], [-0.8, -1.4, 0.8], [-1.3, -0.6, 0.4], [-1.7, -1.1, 0.7], [-0.4, -0.1, 0.3], [1.5, 0.7, -1.4], [0.8, 0.3, -0.6], [-0.1, 0.1, 0.7], [-0.9, -0.2, 0.5], [1.0, 1.0, -1.0], [0.0, -0.1, 0.8], [2.5, 1.6, -0.3], [0.7, 0.9, -1.3], [-0.9, -0.3, 1.1], [-0.3, -0.5, -1.8], [-0.2, -0.4, -0.2], [-0.5, -0.1, 0.6], [0.6, -2.2, 0.0], [1.5, -0.4, 0.5], [-0.2, -0.2, -0.1], [0.2, 0.2, 0.4], [-0.1, 1.6, 0.4], [0.4, -0.2, 0.0], [0.5, 0.3, -0.3], [-0.9, 0.2, -0.1], [-0.8, -0.5, -0.7], [-0.4, -0.3, -0.6], [-0.1, -0.1, -0.2], [-0.4, -0.1, 0.3], [0.7, 1.2, 0.5], [0.4, -0.4, -0.1], [-0.1, 0.1, 0.8]],
  "mulliken_charge": [0.8456, -0.6212, -0.1408, 0.0003, -0.1894, -0.3687, -0.3487, -0.4702, -1.1398, -0.5670, -0.8822, -0.7714, -0.3914, -0.2340, 0.5375, -0.8752, 0.6724, 0.4361, -0.4876, 0.1741, 0.2641, 0.4067, 0.3707, 0.4076, 0.3138, 0.4883, 0.3386, 0.3073, 0.3405, 0.3043, 0.3690, 0.0515, 0.2181, 0.3168, 0.3242],
  "homo_lumo_gap_ev": [5.86, 5.54],
  "largest_force_ev_per_a": 3.48
}